{
  "formula": "C6H8ClN2O2",
  "method": "the ωB97M-V functional and the def2-TZVPD basis",
  "max_force_ev_per_a": 5.15,
  "charge": 1,
  "homo_energy_ev": [-13.0, -13.0],
  "symbols": ["C", "C", "C", "C", "C", "C", "N", "N", "O", "O", "Cl", "H", "H", "H", "H", "H", "H", "H", "H"],
  "xyz": [[-0.987706, 0.394499, 0.119347], [0.823195, -1.337845, -0.026054], [-0.476915, 1.652779, 0.013111], [1.981637, -0.706384, -0.003538], [0.978967, -2.815496, -0.236990], [-1.365134, 2.828854, -0.145086], [-0.416356, -0.789251, 0.117445], [0.829490, 1.743227, 0.015662], [1.485103, 2.780029, -0.080271], [-1.354283, -1.812601, 0.349765], [3.638171, -0.710263, -0.084990], [-2.013946, 0.366897, 0.008382], [1.402158, -3.122754, -1.236795], [-0.004174, -3.093025, -0.214247], [1.603932, -3.104283, 0.562472], [-2.257233, 2.498810, -0.546215], [-0.885142, 3.702488, -0.707184], [-1.579883, 3.348915, 0.804885], [-1.401879, -1.824605, 1.290310]],
  "atomic_forces_ev_per_a": [[1.430, 1.701, -0.936], [2.684, 1.474, -0.704], [-1.244, 0.613, 0.039], [0.469, 1.546, -0.084], [1.797, 0.802, -1.822], [1.961, 2.703, 0.888], [-1.004, -2.087, 0.395], [5.146, -0.034, 0.008], [-1.735, -1.846, 0.186], [-0.334, 0.660, -1.170], [-2.219, 0.295, 0.066], [-2.103, -0.554, 0.301], [-0.243, 0.687, 1.077], [-2.052, -1.870, 0.371], [0.378, -1.256, 0.781], [-1.937, -0.216, -1.093], [-0.606, -1.659, 0.178], [0.035, -0.586, -0.018], [-0.424, -0.373, 1.535]]
}